DFT (the ωB97M-V functional and the def2-TZVPD basis) results for a structure of composition C27H42BiIN9O8P2 in a non-equilibrium geometry.

Geometry as XYZ:
```
90
Properties=species:S:1:pos:R:3:forces:R:3
Bi 0.425080 -0.721862 1.053544 -0.3507 0.3753 -0.7742
C -0.515735 -5.070585 -0.720067 0.1894 0.0570 -0.0124
C 0.871852 -4.555389 -0.994547 -0.0034 -0.0454 -0.1890
N 1.584885 -5.128361 -1.940330 0.1571 0.1318 0.1095
C 2.857899 -4.720619 -2.159394 -0.4298 -0.1674 -0.0444
C 3.460445 -3.723864 -1.443402 0.1605 0.0047 0.0576
C 4.916915 -3.405442 -1.670415 0.0109 -0.0545 0.2339
O 5.718439 -3.668579 -0.512912 -0.0804 0.1112 -0.2118
C 2.693501 -3.039818 -0.473211 -0.0854 0.0408 0.1901
C 3.346247 -2.073795 0.393417 0.0096 -0.1136 0.1359
N 2.746092 -1.169418 1.082967 0.1356 0.1638 0.1634
C 3.434841 -0.476678 2.132267 0.0472 -0.1153 0.0722
C 4.520541 0.353318 1.903626 -0.0632 0.0517 -0.1910
C 5.069797 1.076730 2.951728 0.0863 -0.0013 0.0360
C 4.562167 0.948979 4.235691 0.0519 0.0111 0.0147
C 3.505457 0.084474 4.488737 -0.0627 -0.0121 -0.0202
C 2.951046 -0.608048 3.432998 -0.2091 -0.2346 -0.1554
I 1.293497 -1.888264 3.746224 0.5631 -0.1895 0.8701
C 1.366278 -3.446920 -0.237291 0.1318 -0.0351 0.1784
O 0.571699 -2.906694 0.659512 -0.1397 0.2014 -0.2057
H -0.844845 -5.679459 -1.559064 0.0046 0.0052 0.0221
H -0.513307 -5.690762 0.181549 -0.0124 0.0630 -0.0444
H -1.215912 -4.252845 -0.537258 0.0320 -0.0650 -0.0212
H 3.391644 -5.239853 -2.949887 -0.0182 0.0126 0.0765
H 5.274923 -3.974065 -2.527122 0.0613 -0.0100 -0.1021
H 5.061260 -2.347412 -1.889375 0.0259 0.0384 -0.0103
H 5.782723 -4.620545 -0.387189 -0.0414 -0.0329 -0.0054
H 4.421888 -2.194156 0.536800 -0.0402 -0.0173 -0.0183
H 4.908991 0.456054 0.894849 -0.0508 0.0203 0.0835
H 5.896304 1.749190 2.756307 -0.0536 -0.0449 0.0354
H 4.980528 1.528092 5.049325 0.0018 -0.0407 -0.0487
H 3.100814 -0.028931 5.485894 0.0485 0.0425 -0.0362
C -2.405389 0.140469 3.722537 -0.1317 0.0714 0.0602
N -3.241427 0.739670 2.678613 0.3621 0.1962 0.2406
C -3.863852 2.013930 3.057337 -0.0102 -0.1880 -0.0868
P -2.985638 0.473378 1.096750 -0.1599 -0.2183 -0.2754
O -2.107085 -0.726044 0.884981 0.1957 0.2782 -0.0391
O -2.452207 1.805947 0.383441 0.2164 0.0148 0.4139
P -1.139007 2.444670 -0.307714 0.0344 0.0914 -0.6511
O 0.128519 1.694706 -0.034235 -0.5635 0.0586 0.2266
N -1.116332 4.037026 -0.004345 -0.2596 0.1085 0.2165
C -2.358414 4.798945 -0.213850 0.2577 -0.0985 0.0745
C -0.160696 4.711817 0.871941 0.1100 0.1771 -0.1949
N -1.661561 2.404881 -1.894712 0.4876 -0.3132 -0.0162
C -2.410873 1.224959 -2.341543 -0.1311 0.2315 -0.0918
C -0.615155 2.848320 -2.837728 -0.2561 0.0530 0.1230
N -4.429185 0.333005 0.351931 -0.2424 -0.2395 -0.2807
C -5.206765 1.393170 -0.274223 0.0511 -0.0859 0.0581
C -5.104906 -0.967492 0.435535 0.0356 0.2064 0.0478
H -3.039749 -0.098415 4.578718 -0.0211 -0.0240 -0.0473
H -1.615194 0.815054 4.044121 0.0718 0.0656 -0.0508
H -1.961968 -0.782426 3.356302 -0.0392 -0.0026 0.0059
H -4.464671 1.865801 3.952178 -0.0588 -0.0139 0.0433
H -4.518816 2.366176 2.258305 0.0041 -0.0286 0.0581
H -3.104008 2.771858 3.253358 0.0489 0.0029 -0.0005
H -3.009296 4.284927 -0.914432 -0.0090 -0.0276 -0.0350
H -2.108988 5.774700 -0.630497 0.0198 0.0263 0.0022
H -2.885669 4.949056 0.732772 0.0355 -0.0169 0.0054
H 0.733353 4.112723 1.000652 -0.0132 0.0095 -0.0235
H -0.587979 4.900323 1.854758 0.0194 -0.0013 -0.0403
H 0.112763 5.662496 0.410467 -0.0035 0.0104 -0.0830
H -3.440938 1.275399 -1.990146 0.1479 -0.0094 -0.0769
H -1.985355 0.283002 -2.000957 0.1425 -0.1667 0.0171
H -2.427007 1.215744 -3.431989 0.0110 0.0143 0.0498
H -0.164344 3.771073 -2.472335 -0.0428 -0.0190 -0.0101
H -1.070844 3.048234 -3.807321 -0.0239 0.0118 0.0254
H 0.179870 2.109343 -2.965063 0.0025 -0.1173 0.0030
H -4.636579 2.318813 -0.311645 -0.0446 -0.0363 -0.0017
H -6.132725 1.570266 0.277401 -0.0155 0.0117 0.0556
H -5.477111 1.108435 -1.294005 -0.0280 0.0086 -0.0226
H -4.563483 -1.639283 1.099961 0.0000 0.0298 -0.0222
H -5.162224 -1.433517 -0.550950 0.0060 0.0215 -0.0103
H -6.119050 -0.844100 0.819711 0.0089 0.0251 0.0454
N 0.900031 -1.162907 -5.519004 -0.0315 0.0188 0.2939
C 0.860738 -1.074942 -4.167351 -0.0040 0.0179 -0.2004
C 1.805872 -0.317169 -3.454358 0.1083 -0.0039 -0.1338
C 1.725304 -0.252994 -2.087487 -0.1023 0.0371 0.2335
N 0.772868 -0.875574 -1.376934 -0.2523 0.1106 -0.2015
C -0.142529 -1.592592 -2.055062 0.1684 0.0348 0.1449
C -0.134671 -1.724801 -3.420296 -0.1054 -0.0721 -0.0440
H 1.615118 -0.698283 -6.047636 0.0109 -0.0282 -0.0048
H 0.244800 -1.739947 -6.013537 0.0137 0.0032 -0.0253
H 2.598747 0.205340 -3.978777 -0.0569 -0.0344 0.0772
H 2.451235 0.321320 -1.518928 -0.0920 -0.0004 -0.0493
H -0.900240 -2.091988 -1.452812 0.0901 0.0821 -0.1010
H -0.892895 -2.327993 -3.910378 0.0939 0.0690 0.0712
O 1.495778 3.015186 2.797665 -0.7357 -0.5102 0.4347
N 0.510519 2.279873 2.816699 0.2200 -0.0447 -1.0652
O -0.654188 2.700720 2.641373 0.7716 -0.6756 0.6790
O 0.697571 0.995220 2.918774 -0.3890 0.7275 -0.0096
```
Forces are in eV/Å.

* energy: -3343.70196 Eh
* E_LUMO: -3.049 eV
* ΔE to the lowest compared entry with this formula, charge and spin: 22.4 kcal/mol
* highest occupied orbital energy: -10.66 eV
* frontier orbital gap: 7.61 eV
* charge: +1